DFT (ωB97M-V/def2-TZVPD) results for one molecule with the formula C3H6N2O.

Atoms and positions in Å:
1 H -0.1849 -0.6320 -2.1715
2 N -1.0384 -1.3215 -0.5677
3 C 0.5256 0.4725 -0.4922
4 H -2.1168 -0.9867 1.1239
5 C -1.2751 -0.8523 0.5614
6 H 0.6630 1.7273 1.2327
7 O -0.3657 -0.1935 1.5449
8 N 0.2570 -0.7912 -1.1353
9 H 1.7674 0.1096 1.2017
10 H -0.2417 1.3098 -1.0367
11 H 1.3059 0.6701 -1.1631
12 C 0.7037 0.4879 0.9020

Computed properties:
Calculated total energy: -8231.8536 eV
SMILES: C1=NNCCO1
Spin multiplicity: 1
Maximum force: 7.9 eV/A
Kohn-Sham gap: 0.37317 hartree

These are the Löwdin partial charges, in e, on atoms 1 to 5: H 0.177; N 0.047; C -0.348; H 0.090; C -0.166